{
  "formula": "C21H54O28S3",
  "method": "wB97M-V/def2-TZVPD",
  "species": ["O", "S", "O", "O", "C", "C", "C", "H", "H", "H", "H", "H", "H", "H", "H", "O", "S", "O", "O", "C", "C", "C", "H", "H", "H", "H", "H", "H", "H", "H", "O", "S", "O", "O", "C", "C", "C", "H", "H", "H", "H", "H", "H", "H", "H", "O", "H", "H", "O", "H", "H", "O", "H", "H", "O", "H", "H", "O", "H", "H", "O", "H", "H", "O", "H", "H", "C", "C", "O", "C", "O", "O", "H", "H", "H", "H", "C", "C", "O", "C", "O", "O", "H", "H", "H", "H", "C", "C", "O", "C", "O", "O", "H", "H", "H", "H", "C", "C", "O", "C", "O", "O", "H", "H", "H", "H"],
  "coordinates": [[1.448, 2.108, -4.459], [0.921, 0.714, -4.584], [1.708, -0.464, -4.159], [-0.530, 0.634, -3.915], [-0.799, -0.387, -3.063], [-2.280, -0.566, -2.629], [0.208, 0.373, -6.270], [-0.230, -0.209, -2.151], [-0.447, -1.382, -3.336], [-2.745, 0.351, -2.268], [-2.268, -1.356, -1.878], [-2.830, -1.023, -3.452], [-0.172, -0.619, -6.028], [0.975, 0.347, -7.044], [-0.481, 1.167, -6.560], [2.737, -0.030, 1.654], [1.345, 0.391, 1.903], [1.002, 1.047, 3.160], [0.867, 1.460, 0.706], [-0.333, 2.144, 0.774], [-0.824, 2.743, -0.564], [0.150, -0.980, 1.589], [-0.282, 3.068, 1.348], [-1.039, 1.419, 1.179], [-0.518, 2.108, -1.395], [-0.210, 3.642, -0.625], [-1.908, 2.725, -0.670], [-0.020, -0.912, 0.515], [-0.610, -0.772, 2.344], [0.855, -1.799, 1.733], [0.206, -2.688, -1.206], [0.676, -3.793, -1.968], [0.657, -5.126, -1.353], [-0.270, -3.878, -3.418], [-0.065, -4.849, -4.407], [-0.756, -4.300, -5.759], [2.366, -3.261, -2.618], [-0.569, -5.808, -4.291], [0.997, -5.017, -4.585], [-1.177, -5.001, -6.480], [-0.042, -3.621, -6.226], [-1.521, -3.711, -5.253], [2.827, -2.582, -1.901], [2.226, -2.786, -3.589], [2.979, -4.160, -2.548], [1.726, 4.221, -1.678], [2.130, 3.602, -2.285], [1.842, 3.823, -0.816], [2.110, -3.030, 3.684], [2.624, -3.777, 3.990], [1.842, -2.579, 4.485], [-0.120, 1.858, 5.546], [0.419, 1.569, 4.809], [-0.830, 1.218, 5.589], [3.892, 0.054, -1.246], [4.243, -0.828, -1.130], [3.105, 0.073, -0.702], [4.421, -2.349, -0.017], [3.931, -2.106, 0.768], [5.331, -2.401, 0.274], [0.709, 4.746, 3.464], [0.149, 5.287, 4.021], [0.781, 3.914, 3.931], [-4.248, 2.101, -1.025], [-4.710, 2.779, -0.532], [-4.647, 2.123, -1.895], [-4.244, 1.993, 2.470], [-4.348, 2.715, 3.781], [-3.749, 1.883, 4.743], [-3.259, 0.795, 4.177], [-2.676, -0.109, 4.732], [-3.655, 0.793, 2.836], [-3.690, 2.562, 1.724], [-5.286, 1.921, 2.159], [-5.397, 2.881, 4.026], [-3.956, 3.726, 3.892], [4.895, 0.714, 3.557], [3.929, 0.070, 4.571], [3.713, 1.201, 5.472], [3.829, 2.338, 4.900], [3.842, 3.411, 5.413], [4.251, 2.070, 3.631], [4.947, 0.130, 2.638], [5.875, 0.620, 4.025], [4.313, -0.677, 5.265], [3.034, -0.308, 4.078], [-0.324, -5.920, 3.791], [-0.483, -4.813, 2.726], [-1.487, -4.021, 3.249], [-2.075, -4.551, 4.276], [-3.042, -3.975, 4.888], [-1.431, -5.622, 4.630], [0.592, -5.773, 4.364], [-0.393, -6.914, 3.350], [-0.709, -5.325, 1.790], [0.453, -4.270, 2.600], [-1.442, 4.121, -4.523], [-1.436, 5.231, -3.458], [-2.748, 5.387, -3.076], [-3.572, 4.700, -3.809], [-4.801, 4.554, -3.740], [-2.888, 4.020, -4.659], [-0.797, 3.327, -4.148], [-0.964, 4.545, -5.406], [-0.863, 6.089, -3.810], [-0.883, 4.819, -2.614]],
  "mulliken_spin": [0.00, 0.00, 0.00, 0.00, 0.00, 0.00, 0.00, 0.00, 0.00, 0.00, 0.00, 0.00, 0.00, 0.00, 0.00, 0.00, 0.00, 0.00, 0.00, 0.00, 0.00, 0.00, 0.00, 0.00, 0.00, 0.00, 0.00, 0.00, 0.00, 0.00, 0.00, 0.00, 0.00, 0.00, 0.00, 0.00, 0.00, 0.00, 0.00, 0.00, 0.00, 0.00, 0.00, 0.00, 0.00, 0.00, 0.00, 0.00, 0.00, 0.00, 0.00, 0.00, 0.00, 0.00, 0.00, 0.00, 0.00, 0.00, 0.00, 0.00, 0.00, 0.00, 0.00, 0.00, 0.00, 0.00, 0.00, 0.00, 0.00, 0.00, 0.00, 0.00, 0.00, 0.00, 0.00, 0.00, 0.00, 0.00, 0.00, 0.00, 0.00, 0.00, 0.00, 0.00, 0.00, 0.00, 0.00, 0.01, 0.02, -0.01, 0.95, 0.02, 0.00, 0.00, 0.00, 0.00, 0.00, 0.00, 0.00, 0.00, 0.00, 0.00, 0.00, 0.00, 0.00, 0.00],
  "lumo_energy_ev": [-4.20, -9.98],
  "spin_multiplicity": 2,
  "orbital_gap_ev": [7.8884, 2.1041],
  "max_force_ha_per_bohr": 0.1023,
  "total_charge": 1,
  "homo_energy_ev": [-12.09, -12.09],
  "s_squared": 0.754
}